Entry 1:
A structure of composition C23H27AgBrN8O4, computed with wB97M-V/def2-TZVPD.

The geometry in XYZ format:
```
64
Properties=species:S:1:pos:R:3:forces:R:3:lowdin_charge:R:1
Ag 1.256 -0.925 -1.983 0.0 0.3 -0.1 0.753
Br -3.981 1.126 4.198 0.0 0.1 -0.1 0.671
C -3.285 2.482 3.046 -0.1 -0.1 0.1 -0.698
C -4.140 3.445 2.536 0.0 -0.1 0.0 -0.145
C -3.636 4.404 1.677 0.2 0.0 -0.2 -0.046
C -2.286 4.399 1.295 -0.2 -0.8 0.3 -0.321
C -1.441 3.427 1.857 0.0 0.2 -0.2 -0.018
C -1.937 2.477 2.730 0.0 -0.1 0.0 -0.124
N -1.829 5.471 0.541 0.2 0.8 -0.2 0.024
N -0.894 5.459 -0.308 -0.3 0.3 0.0 0.041
C -0.373 4.379 -0.969 0.3 -0.5 -0.1 -0.269
C 0.945 4.582 -1.427 -0.3 -0.1 0.2 -0.036
C 1.724 3.582 -1.942 0.2 -0.1 -0.1 -0.028
C 1.254 2.241 -2.050 0.2 0.1 -0.2 -0.397
O 1.962 1.309 -2.489 0.0 0.0 0.2 -0.074
C -0.153 2.020 -1.663 -0.2 0.1 0.1 -0.148
N -0.620 0.769 -1.808 -0.1 0.0 0.0 0.086
C -1.898 0.539 -1.605 0.1 -0.1 -0.1 -0.146
C -2.817 1.556 -1.341 0.0 0.1 0.0 -0.049
C -2.351 2.835 -1.166 0.0 -0.1 0.0 -0.016
C -0.969 3.092 -1.230 0.1 0.1 0.1 -0.101
H -5.187 3.442 2.806 0.0 0.0 0.0 0.093
H -4.287 5.163 1.263 0.0 0.1 0.0 0.107
H -0.389 3.418 1.603 0.0 0.0 0.0 0.121
H -1.281 1.722 3.142 0.0 0.0 0.0 0.101
H 1.353 5.576 -1.282 0.0 0.0 -0.1 0.106
H 2.741 3.776 -2.255 0.0 0.0 0.0 0.104
H -2.231 -0.489 -1.701 0.0 0.0 0.0 0.078
H -3.873 1.332 -1.276 0.0 0.0 0.0 0.100
H -3.045 3.645 -1.005 0.0 0.1 0.1 0.110
C 3.708 0.842 1.879 0.1 -0.2 0.0 -0.022
C 2.803 -0.284 1.380 0.2 -0.2 -0.2 -0.549
C 2.231 -1.086 2.536 0.0 0.1 -0.1 -0.029
O 1.714 0.297 0.671 0.0 0.1 -0.1 -0.058
C 3.634 -1.235 0.444 0.0 0.1 -0.1 -0.639
O 4.416 -2.024 1.011 0.0 0.0 0.0 -0.042
O 3.460 -1.131 -0.803 -0.1 0.2 0.4 -0.092
H 3.134 1.516 2.519 0.0 0.0 0.0 0.080
H 4.094 1.412 1.031 0.0 0.0 0.0 0.090
H 4.549 0.435 2.442 0.0 0.0 0.0 0.086
H 1.784 -0.425 3.282 0.0 0.0 0.0 0.078
H 3.033 -1.668 2.984 0.0 0.0 0.1 0.077
H 1.462 -1.766 2.160 0.0 0.0 0.0 0.082
H 2.123 0.709 -0.107 -0.2 -0.1 -0.1 0.052
C -2.555 -3.684 -0.459 0.1 0.0 0.0 -0.086
N -1.287 -4.368 -0.594 0.1 0.0 0.1 -0.186
C -1.430 -5.800 -0.801 0.0 0.0 0.0 -0.073
C -0.278 -3.688 -1.295 -0.2 -0.1 -0.1 -0.449
N -0.439 -2.660 -2.026 -0.1 0.1 0.0 0.117
N 0.972 -4.229 -1.061 0.0 0.1 0.1 0.129
C 2.189 -3.693 -1.509 0.2 -0.3 -0.4 -0.544
N 3.261 -4.082 -0.736 -0.1 -0.1 0.0 0.141
N 2.246 -3.024 -2.593 0.0 -0.2 -0.2 0.069
H -3.124 -4.180 0.327 0.0 0.0 0.0 0.086
H -3.153 -3.703 -1.382 0.0 0.0 0.0 0.090
H -2.384 -2.651 -0.161 0.0 0.0 0.0 0.087
H -1.881 -6.255 0.082 0.0 0.0 0.0 0.083
H -0.464 -6.263 -0.983 0.0 0.0 0.0 0.079
H -2.079 -6.011 -1.663 0.0 0.0 0.0 0.089
H -1.410 -2.432 -2.193 0.0 -0.1 0.2 0.030
H 1.035 -4.806 -0.240 0.0 0.1 0.1 0.132
H 3.070 -4.182 0.251 0.0 0.1 0.0 0.087
H 4.039 -3.438 -0.830 0.0 0.1 0.1 0.077
H 3.192 -2.697 -2.760 0.1 0.0 0.2 0.053
```
Forces are in eV/Å.

Results
HOMO-LUMO gap = 6.42 eV
Multiplicity = 1
ΔE to the lowest compared entry with this formula, charge and spin = 16.8 kcal/mol
LUMO level = 2.19 eV
Molar mass = 667.3 g mol⁻¹
Net charge = -1

---

Entry 2:
A structure of composition C4H7CoLiO2, computed with wB97M-V/def2-TZVPD.

The geometry in XYZ format:
```
15
Properties=species:S:1:pos:R:3:forces:R:3:lowdin_charge:R:1
H -0.691 -1.169 -3.284 0.5 0.0 0.8 0.008
C -0.281 0.842 -0.270 0.9 -1.1 -0.4 -0.267
C -0.914 0.157 0.933 0.0 -0.1 0.3 -0.066
C 0.314 -0.160 1.701 0.4 -0.1 0.8 0.033
C 1.515 -0.375 0.845 0.4 -0.5 1.6 -0.145
O 1.087 -0.046 -0.461 -2.0 2.1 -0.2 -0.200
O -0.840 0.666 -1.469 0.3 0.5 0.3 -0.204
Li -2.107 0.058 -2.635 -0.9 0.1 -0.6 0.774
Co 0.419 -0.657 -2.120 0.1 -0.6 -1.6 1.060
H -0.008 1.894 -0.080 0.2 -0.1 -0.1 0.225
H -1.606 0.818 1.472 0.2 -0.1 -0.2 0.163
H -1.467 -0.737 0.593 0.0 0.1 0.1 0.150
H 0.369 -0.172 2.788 -0.1 0.0 -0.3 0.144
H 1.866 -1.421 0.866 0.1 0.3 -0.1 0.161
H 2.344 0.302 1.121 -0.1 -0.4 -0.1 0.166
```
Forces are in eV/Å.

Results
HOMO-LUMO gap (alpha / beta) = 7.99 / 6.57 eV
Multiplicity = 6
ΔE to the lowest compared entry with this formula, charge and spin = 25.2 kcal/mol
LUMO level (alpha / beta) = -8.32 / -13.76 eV
Molar mass = 153.0 g mol⁻¹
Net charge = +2

---

Entry 3:
A cluster of 2 separate species, BrH3NO2P in total, computed with wB97M-V/def2-TZVPD.

The geometry in XYZ format:
```
8
Properties=species:S:1:pos:R:3:forces:R:3:lowdin_charge:R:1
N -1.059 0.414 -0.660 0.1 -0.1 1.9 -0.134
O -0.428 -0.743 1.405 0.1 0.3 0.5 -0.324
O 1.718 -0.796 -0.595 -1.9 -2.0 -1.0 -1.098
P -0.992 -1.040 -0.018 1.6 -0.9 -0.5 0.961
Br 2.526 0.514 0.161 0.2 1.5 1.1 0.512
H -0.602 1.131 -0.121 0.1 0.8 -0.6 0.053
H -1.438 0.576 -1.534 -0.6 0.7 -1.9 0.038
H 0.275 -0.055 1.361 0.3 -0.2 0.4 -0.007
```
Forces are in eV/Å.

Results
HOMO-LUMO gap = 6.49 eV
Multiplicity = 1
ΔE to the lowest compared entry with this formula, charge and spin = 41.8 kcal/mol
LUMO level = -1.15 eV
Molar mass = 159.9 g mol⁻¹

---

Entry 4:
A cluster of 12 separate species, C43H64N9O3S2 in total, computed with wB97M-V/def2-TZVPD.

The geometry in XYZ format:
```
121
Properties=species:S:1:pos:R:3:forces:R:3:lowdin_charge:R:1
C 3.747 6.533 -0.729 -0.4 -1.3 0.5 -0.139
C 3.250 7.715 -1.536 1.4 2.0 2.1 -0.710
C 1.794 7.521 -1.899 0.0 -0.7 -0.3 -0.121
O 3.555 8.915 -0.837 -0.8 -1.1 -1.2 -0.425
H 3.509 5.628 -1.288 0.2 -0.5 -0.1 0.049
H 3.266 6.381 0.237 -0.6 0.4 0.2 0.054
H 4.800 6.499 -0.446 0.2 0.5 -0.6 0.054
H 3.818 7.601 -2.459 0.4 0.3 -0.9 0.086
H 1.220 7.412 -0.979 -0.4 0.5 -0.1 0.063
H 1.671 6.583 -2.439 0.0 -0.5 0.0 0.048
H 1.442 8.252 -2.627 -0.2 0.5 0.6 0.056
C 8.139 3.136 -5.392 0.4 0.6 -0.1 -0.244
S 9.823 3.534 -4.674 -0.5 -2.6 0.1 0.842
O 10.129 2.270 -3.860 -0.1 1.7 -1.0 -0.605
C 10.827 3.423 -6.228 -0.9 0.0 0.3 -0.264
H 8.254 2.366 -6.155 0.0 0.0 0.2 0.043
H 7.649 4.013 -5.815 0.4 0.2 -0.2 0.043
H 7.461 2.816 -4.601 0.5 -0.2 0.2 0.047
H 11.868 3.418 -5.906 -0.1 0.3 -0.1 0.044
H 10.521 4.266 -6.847 0.4 0.3 0.2 0.044
H 10.633 2.545 -6.844 -0.2 -0.3 0.5 0.047
C -1.406 6.577 4.511 -0.5 1.4 1.1 -0.279
S -3.035 6.025 3.982 1.4 -3.1 0.2 0.850
O -2.610 4.708 3.316 -1.3 1.4 0.4 -0.595
C -3.588 5.488 5.688 0.3 0.9 0.1 -0.259
H -0.665 6.451 3.722 -0.3 -0.1 0.1 0.065
H -1.148 6.132 5.472 0.2 -0.6 -0.4 0.045
H -1.531 7.624 4.784 0.3 0.4 -0.3 0.043
H -4.605 5.097 5.720 0.2 -0.3 -0.5 0.042
H -3.587 6.317 6.396 0.0 0.5 -0.2 0.041
H -2.820 4.820 6.079 -0.3 -0.4 -0.4 0.047
N 10.265 9.555 -5.310 1.2 0.7 2.8 -0.016
C 9.459 9.128 -6.277 1.4 -0.2 -2.6 -0.123
C 10.302 9.116 -7.404 -1.7 -0.6 -0.5 -0.120
C 11.589 9.502 -7.027 1.0 0.2 -1.7 -0.157
C 11.582 9.790 -5.727 -1.7 0.0 2.2 -0.128
H 9.988 9.690 -4.348 0.0 -0.1 -0.2 0.148
H 8.425 8.837 -6.167 0.2 0.2 0.2 0.113
H 10.020 8.883 -8.420 -0.2 -0.1 0.1 0.082
H 12.452 9.648 -7.660 -0.1 -0.2 -0.1 0.095
H 12.322 10.127 -5.016 -0.1 0.0 -0.2 0.107
N 9.356 10.436 0.749 2.5 -1.8 -0.9 0.032
C 10.179 9.284 0.751 -2.2 -0.6 0.2 -0.139
C 11.448 9.613 1.086 0.0 -1.8 -0.2 -0.168
C 11.523 10.972 1.209 -1.5 2.4 -0.6 -0.118
C 10.230 11.469 0.867 1.1 0.8 1.4 -0.141
H 8.356 10.453 0.606 0.3 0.1 -0.2 0.150
H 9.803 8.297 0.528 -0.3 0.2 0.2 0.101
H 12.237 8.888 1.219 0.0 0.1 0.0 0.098
H 12.424 11.472 1.533 -0.3 0.5 -0.3 0.086
H 9.866 12.480 0.757 0.2 0.0 0.3 0.098
N 5.365 14.936 2.093 0.8 3.4 0.5 0.013
C 5.080 16.128 1.415 -1.3 -0.1 0.7 -0.135
C 5.313 17.227 2.261 0.2 -1.2 -1.2 -0.126
C 5.954 16.746 3.423 -0.2 -2.2 -0.4 -0.111
C 5.953 15.347 3.281 -0.4 -0.8 0.2 -0.148
H 5.215 13.978 1.810 0.1 0.4 -0.1 0.146
H 4.514 16.083 0.497 0.2 0.1 0.0 0.095
H 5.016 18.247 2.066 0.2 -0.1 -0.2 0.085
H 6.382 17.305 4.242 -0.2 -0.1 0.0 0.084
H 6.170 14.489 3.901 0.6 0.6 0.6 0.099
N -0.762 11.916 1.039 0.6 0.1 0.2 0.012
C -0.862 13.114 1.645 0.5 1.2 0.3 -0.165
C -2.171 13.506 1.623 -0.4 0.6 1.0 -0.136
C -2.934 12.468 1.058 0.8 -0.9 -0.7 -0.108
C -2.001 11.508 0.700 -0.9 -1.1 -0.5 -0.154
H 0.130 11.539 0.753 -0.3 -0.5 0.1 0.160
H 0.005 13.579 2.090 -0.1 0.1 -0.2 0.107
H -2.568 14.385 2.110 0.1 0.1 -0.1 0.086
H -3.992 12.394 0.855 0.1 0.1 0.2 0.086
H -2.104 10.498 0.330 -0.3 0.2 -0.3 0.109
N 3.741 10.255 -8.162 -0.3 -1.6 -0.4 0.001
C 4.449 10.660 -9.274 -0.1 -0.6 1.1 -0.132
C 4.598 9.544 -10.072 0.4 1.8 -1.6 -0.159
C 3.913 8.487 -9.536 -1.6 -1.1 2.4 -0.140
C 3.386 8.887 -8.293 0.7 1.8 -1.2 -0.090
H 3.506 10.837 -7.372 0.1 -0.2 -0.2 0.141
H 4.836 11.668 -9.309 0.0 -0.2 -0.2 0.103
H 4.984 9.544 -11.080 0.3 0.1 0.1 0.089
H 3.739 7.523 -9.990 0.2 0.0 0.1 0.088
H 2.703 8.432 -7.591 0.3 -0.1 0.0 0.098
N 6.554 0.810 0.482 -0.2 1.0 1.9 0.021
C 5.451 0.022 0.668 -0.7 -0.5 -0.3 -0.156
C 4.724 0.489 1.744 -0.4 -1.0 -0.4 -0.136
C 5.377 1.599 2.281 1.2 -0.4 -0.7 -0.113
C 6.528 1.728 1.521 -0.2 1.2 0.8 -0.146
H 7.239 0.836 -0.259 -0.3 -0.3 0.2 0.148
H 5.249 -0.837 0.045 0.0 0.2 -0.1 0.099
H 3.839 0.046 2.177 0.0 -0.1 -0.4 0.089
H 5.038 2.166 3.136 0.4 0.1 -0.1 0.094
H 7.291 2.441 1.797 0.3 -0.1 -0.8 0.099
N -3.253 6.155 -9.235 -0.4 -0.7 -0.9 -0.001
C -3.099 6.393 -7.894 1.5 -0.4 0.7 -0.158
C -4.301 6.572 -7.297 -1.9 0.0 -1.2 -0.100
C -5.241 6.429 -8.363 -0.8 -0.3 -1.3 -0.131
C -4.589 6.108 -9.540 -0.1 1.0 1.6 -0.144
H -2.604 5.969 -9.987 0.5 0.1 0.9 0.145
H -2.182 6.238 -7.345 0.3 0.3 -0.5 0.109
H -4.627 6.764 -6.285 0.7 0.0 0.0 0.096
H -6.312 6.556 -8.428 -0.1 0.0 0.7 0.082
H -5.000 5.970 -10.529 0.3 0.0 0.1 0.101
N 3.564 13.709 -3.933 1.3 1.2 -0.6 0.021
C 2.556 14.592 -4.137 -1.7 -0.3 1.0 -0.167
C 2.966 15.607 -4.943 -0.7 0.4 -0.9 -0.141
C 4.270 15.333 -5.342 1.9 -0.9 1.4 -0.121
C 4.666 14.222 -4.593 -0.2 -0.7 -0.7 -0.134
H 3.614 12.890 -3.344 -0.4 0.2 0.0 0.154
H 1.609 14.449 -3.638 0.0 0.0 -0.1 0.108
H 2.421 16.461 -5.316 -0.3 -0.2 0.3 0.092
H 4.928 15.955 -5.929 -0.1 -0.1 0.0 0.087
H 5.583 13.664 -4.476 0.1 0.3 -0.4 0.099
N 4.377 9.142 4.803 -1.7 1.0 0.9 0.002
C 5.413 8.547 5.375 1.6 -0.8 1.5 -0.170
C 5.473 8.856 6.754 0.8 -0.9 -2.4 -0.131
C 4.405 9.700 7.020 -1.4 0.8 -2.3 -0.117
C 3.684 9.877 5.764 1.4 -0.6 2.1 -0.101
H 4.100 8.924 3.856 -0.2 0.4 0.1 0.157
H 6.075 7.950 4.765 0.0 -0.1 0.2 0.108
H 6.279 8.468 7.359 -0.2 0.3 0.3 0.084
H 4.288 10.231 7.953 -0.5 -0.1 -0.1 0.079
H 2.760 10.410 5.598 0.2 -0.1 -0.3 0.086
```
Forces are in eV/Å.

Results
HOMO-LUMO gap = 4.95 eV
Multiplicity = 1
ΔE to the lowest compared entry with this formula, charge and spin = 58.6 kcal/mol
LUMO level = 1.81 eV
Molar mass = 819.2 g mol⁻¹
Net charge = -1